[1]
Below is a 14-piece molecular cluster, C20H68N6O14 overall at a distorted geometry, with properties calculated with ωB97M-V with the def2-TZVPD basis set.

Output
HOMO level = -7.90 eV
energy relative to the best compared isomer or geometry (same formula, charge and spin) = 47.8 kcal/mol
electronic energy = -2184.4650 Ha
gap between HOMO and LUMO = 7.43 eV
E_LUMO = -0.0171 Eh

Last column: Löwdin charge in e.
Element x y z (Å)
C -3.435 -1.044 -0.797  -0.0684
C -3.714 -1.610 -2.228  -0.2598
O -3.080 -0.855 -3.254  -0.1255
H -4.046 -1.619 -0.131  0.0630
H -3.779 0.019 -0.588  0.0984
H -2.372 -1.098 -0.408  0.0541
H -4.847 -1.589 -2.386  0.1350
H -3.385 -2.635 -2.296  0.0719
H -2.986 -1.308 -4.104  0.0977
C -1.479 -4.039 -3.640  -0.0496
C -0.710 -3.841 -2.221  -0.2293
O 0.664 -3.416 -2.355  -0.0953
H -1.009 -4.818 -4.252  0.0728
H -1.583 -3.209 -4.311  0.0427
H -2.458 -4.398 -3.583  0.0416
H -0.773 -4.711 -1.553  0.1041
H -1.341 -3.080 -1.751  0.0695
H 1.213 -4.183 -2.411  0.0843
C 4.578 -3.023 0.596  -0.0494
C 3.222 -2.734 -0.011  -0.3401
O 3.037 -1.390 -0.171  -0.0947
H 5.333 -2.415 0.072  0.0924
H 4.813 -4.059 0.367  0.0728
H 4.682 -2.984 1.635  0.0549
H 2.372 -3.115 0.524  0.0950
H 3.164 -3.231 -0.951  0.0901
H 2.077 -1.281 -0.306  0.0379
C 0.228 -0.747 -4.106  -0.0654
C 1.345 0.301 -4.060  -0.2895
O 2.320 0.068 -3.101  -0.0762
H 0.574 -1.787 -4.273  0.0777
H -0.467 -0.593 -4.987  0.1097
H -0.380 -0.645 -3.231  0.0273
H 0.855 1.228 -3.895  0.0867
H 1.659 0.365 -5.034  0.0956
H 2.767 -0.720 -3.403  0.1246
C 2.152 3.600 1.890  -0.0782
C 0.693 3.683 1.715  -0.3534
O 0.516 4.545 0.642  -0.0796
H 2.683 3.178 1.007  0.0723
H 2.380 3.004 2.773  0.0611
H 2.593 4.523 2.108  0.0627
H 0.093 4.095 2.557  0.1117
H 0.248 2.671 1.543  0.0990
H 0.619 4.137 -0.218  0.0165
C -0.026 -1.974 3.686  -0.0773
C 0.024 -1.776 5.221  -0.3490
O 1.349 -1.756 5.693  -0.0892
H 0.626 -2.843 3.482  0.0697
H 0.217 -1.038 3.192  0.0638
H -1.043 -2.377 3.400  0.0850
H -0.485 -2.653 5.665  0.1068
H -0.617 -1.025 5.685  0.0907
H 1.412 -2.537 6.312  0.1120
C 0.112 -0.210 -0.167  -0.6007
O -0.589 0.283 0.958  -0.0986
N 0.651 0.592 -1.037  0.1706
N 0.258 -1.444 -0.345  0.1718
H 0.523 1.604 -0.809  0.1237
H 1.249 0.259 -1.819  0.0799
H -0.473 -1.967 0.268  0.1226
H 0.256 -1.802 -1.310  0.0970
C 4.552 2.140 -0.732  -0.7278
O 5.336 3.139 -0.337  -0.0745
N 3.914 2.116 -1.854  0.1423
N 4.426 1.058 -0.098  0.2008
H 4.124 2.981 -2.426  0.1703
H 3.426 1.303 -2.223  0.0838
H 4.879 1.023 0.790  0.1270
H 3.814 0.269 -0.275  0.0749
C -2.223 2.355 -1.758  -0.6321
O -1.541 3.313 -1.048  -0.0886
N -1.714 1.303 -2.259  0.1679
N -3.502 2.406 -2.057  0.1467
H -0.741 1.120 -1.930  0.0642
H -2.194 0.498 -2.717  0.0715
H -4.024 3.257 -1.752  0.1349
H -4.004 1.602 -2.524  0.1298
C -0.083 2.010 4.351  -0.1395
O -1.034 2.983 4.697  -0.0956
H -0.353 1.471 3.465  0.0546
H 0.049 1.414 5.235  0.0815
H 0.849 2.472 4.232  0.0530
H -1.608 2.696 5.384  0.0701
C -2.814 0.060 3.355  -0.1174
O -2.936 -0.924 2.315  -0.1150
H -3.677 0.158 3.905  0.0553
H -2.486 1.035 3.031  0.0567
H -2.102 -0.242 4.121  0.0516
H -2.198 -0.907 1.747  -0.0233
C 1.063 3.850 -2.745  -0.1222
O 1.366 3.204 -1.541  -0.1761
H 1.797 4.646 -2.796  0.0896
H 0.034 4.223 -2.758  0.0881
H 1.194 3.192 -3.614  0.0646
H 2.270 2.882 -1.611  0.0274
C -3.106 3.463 1.515  -0.1649
O -2.597 4.418 2.455  -0.0974
H -4.103 3.151 1.836  0.0678
H -2.454 2.612 1.229  0.0704
H -3.302 4.000 0.576  0.0577
H -2.167 3.888 3.091  -0.0047
C -0.417 -4.087 1.132  -0.1635
O -1.568 -3.361 0.800  -0.1486
H -0.014 -4.668 0.360  0.0505
H -0.707 -4.699 2.001  0.1069
H 0.364 -3.393 1.434  0.0504
H -2.266 -4.006 0.515  0.1336

[2]
Below is C23H34CaClO22 as an isolated structure at a distorted geometry, with properties calculated with ωB97M-V with the def2-TZVPD basis set.

Output
HOMO level = -10.75 eV
electronic energy = -3689.6749 Ha
gap between HOMO and LUMO = 8.70 eV
net charge = +1
E_LUMO = -0.0753 Eh

Last column: Löwdin charge in e.
Element x y z (Å)
Ca 0.925 1.611 -0.243  1.5174
Cl 2.095 4.763 -0.404  0.6742
O 1.139 5.802 -0.658  -0.3223
O 1.884 3.656 -1.347  -0.4714
O 3.418 5.329 -0.543  -0.3162
O 1.928 4.070 0.857  -0.3906
C 3.273 -1.351 -4.503  -0.1127
C 3.753 -2.251 -3.368  -0.1021
O 3.176 -1.611 -2.240  0.0780
C 2.854 -0.361 -2.529  -0.5336
O 2.489 0.432 -1.728  0.0903
O 3.137 -0.103 -3.843  0.0893
H 2.300 -1.752 -4.804  0.1278
H 4.013 -1.294 -5.294  0.1402
H 4.840 -2.304 -3.432  0.1398
H 3.255 -3.216 -3.434  0.1292
C -2.614 1.072 5.313  -0.0021
C -1.146 1.433 5.158  -0.2778
C -0.093 0.277 5.271  -0.0492
O 0.333 0.073 3.912  0.0774
C 0.102 1.183 3.215  -0.5206
O 0.480 1.422 2.117  0.0739
O -0.911 1.849 3.811  0.0828
H -3.055 1.419 6.246  0.0865
H -2.724 -0.012 5.410  0.0837
H -3.119 1.405 4.410  0.0830
H -0.742 2.110 5.911  0.1491
H -0.482 -0.714 5.498  0.1335
H 0.745 0.572 5.897  0.1334
C 2.697 -3.292 2.657  -0.0085
C 3.694 -2.171 2.710  -0.3140
C 4.780 -2.196 1.626  -0.0394
O 4.457 -1.033 0.827  0.0734
C 3.512 -0.290 1.427  -0.5400
O 3.030 0.714 1.012  0.1063
O 3.086 -0.907 2.541  0.1004
H 1.859 -3.042 2.007  0.0768
H 2.384 -3.642 3.638  0.0887
H 3.151 -4.158 2.165  0.0868
H 4.150 -2.245 3.701  0.1544
H 4.772 -3.045 0.948  0.1319
H 5.761 -1.952 2.030  0.1384
C -3.653 -1.231 -4.805  -0.0147
C -2.232 -1.085 -4.299  -0.2780
C -1.335 -0.242 -5.207  -0.0513
O -0.513 0.510 -4.288  0.0782
C -1.094 0.501 -3.079  -0.5551
O -0.594 1.054 -2.143  0.0833
O -2.199 -0.216 -3.137  0.0999
H -4.149 -0.257 -4.906  0.0973
H -4.322 -1.618 -4.032  0.0904
H -3.727 -1.717 -5.772  0.0966
H -1.813 -2.050 -4.021  0.1289
H -1.883 0.451 -5.842  0.1441
H -0.545 -0.795 -5.717  0.1381
C -5.027 4.211 2.185  -0.0115
C -3.756 4.401 1.369  -0.3219
C -2.596 5.080 2.085  -0.0529
O -1.478 4.485 1.416  0.0923
C -1.860 3.393 0.748  -0.5383
O -1.101 2.673 0.182  0.0333
O -3.175 3.193 0.891  0.1186
H -5.390 5.135 2.630  0.0943
H -4.822 3.486 2.975  0.0825
H -5.811 3.871 1.508  0.0877
H -4.072 4.997 0.508  0.1576
H -2.593 4.907 3.162  0.1394
H -2.495 6.131 1.823  0.1465
C -0.405 -4.380 -2.649  -0.0150
C -0.893 -3.365 -1.626  -0.2888
C -0.728 -3.947 -0.215  -0.0669
O -0.296 -2.830 0.562  0.0969
C 0.073 -1.840 -0.251  -0.5265
O 0.416 -0.743 0.102  0.0759
O -0.025 -2.223 -1.528  0.0836
H -1.043 -5.242 -2.418  0.1004
H 0.630 -4.695 -2.520  0.0918
H -0.538 -4.205 -3.717  0.0798
H -1.860 -2.908 -1.850  0.1557
H -0.026 -4.780 -0.249  0.1364
H -1.656 -4.359 0.179  0.1452

[3]
Below is C33H32N8O4PS6Y as an isolated structure, with properties calculated with ωB97M-V with the def2-TZVPD basis set.

Output
HOMO level = -1.77 eV
energy relative to the best compared isomer or geometry (same formula, charge and spin) = 3.1 kcal/mol
electronic energy = -4784.7776 Ha
gap between HOMO and LUMO = 5.93 eV
net charge = -2
E_LUMO = 0.1529 Eh

Last column: Löwdin charge in e.
Element x y z (Å)
Y -0.460 -0.468 -1.204  0.9369
S 3.508 -1.570 0.881  0.5102
C 4.463 -0.305 0.218  -0.7674
C 5.834 -0.215 0.593  -0.1655
C 6.685 0.771 0.146  -0.1354
C 6.225 1.768 -0.715  -0.1437
C 4.899 1.725 -1.100  -0.1635
C 4.029 0.719 -0.669  -0.5218
S 2.381 0.892 -1.351  0.8600
C 2.563 0.003 -2.920  -0.3985
C 2.382 -1.489 -2.826  -0.3215
C 2.942 -2.298 -3.809  -0.0131
C 2.761 -3.662 -3.735  -0.0541
C 2.089 -4.185 -2.644  -0.0245
C 1.583 -3.316 -1.692  -0.3409
C 1.069 -3.863 -0.394  -0.3798
S -0.481 -3.116 0.208  0.9053
C -0.058 -2.858 1.914  -0.5638
C 0.030 -3.983 2.730  -0.1304
C 0.346 -3.865 4.072  -0.1154
C 0.572 -2.596 4.597  -0.1079
C 0.467 -1.479 3.793  -0.1291
C 0.137 -1.569 2.429  -0.6946
S -0.054 -0.102 1.513  0.5253
N 1.674 -1.989 -1.817  0.0493
H 6.196 -0.981 1.267  0.0719
H 7.719 0.772 0.476  0.0847
H 6.879 2.556 -1.066  0.0777
H 4.503 2.489 -1.760  0.0872
H 3.552 0.225 -3.323  0.0896
H 1.815 0.415 -3.604  0.0211
H 3.482 -1.842 -4.628  0.1165
H 3.155 -4.314 -4.506  0.1016
H 1.967 -5.253 -2.517  0.1058
H 1.827 -3.631 0.357  0.0383
H 0.939 -4.942 -0.466  0.0753
H -0.160 -4.958 2.298  0.1008
H 0.422 -4.747 4.696  0.0862
H 0.834 -2.480 5.642  0.0916
H 0.647 -0.492 4.199  0.0938
O 0.119 -0.336 -5.391  -0.4064
S -0.876 -0.307 -4.336  0.0909
O -0.558 -1.350 -3.288  -0.5483
O -2.248 -0.408 -4.774  -0.3930
S -0.613 1.411 -3.233  0.3025
C -3.344 -0.753 4.215  -0.0866
C -3.202 -2.112 3.981  -0.0794
C -3.203 -2.556 2.668  -0.1590
N -3.316 -1.747 1.617  0.0881
C -3.433 -0.444 1.854  -0.1695
C -3.473 0.097 3.132  -0.0819
H -3.339 -0.363 5.226  0.0979
H -3.070 -2.815 4.793  0.0961
H -3.088 -3.611 2.444  0.1059
H -3.485 0.192 0.976  0.0825
H -3.566 1.168 3.265  0.0917
O -2.723 -0.310 -1.316  -0.2978
N -2.775 -1.582 -1.527  -0.0870
C -3.947 -2.111 -1.699  -0.3067
C -4.029 -3.529 -1.904  -0.1853
N -4.142 -4.662 -2.069  0.1295
C -5.167 -1.358 -1.621  -0.1817
N -6.162 -0.787 -1.532  0.1428
C -0.346 5.302 0.889  -0.2106
N -0.367 5.102 -0.555  -0.1546
C -1.733 5.312 -1.032  -0.2000
N -2.742 4.497 -0.359  -0.1540
C -2.630 4.716 1.078  -0.2112
N -1.298 4.476 1.628  -0.1552
C -0.938 3.054 1.542  -0.3521
P -0.923 2.391 -0.197  0.8817
C 0.115 3.760 -0.911  -0.3449
C -2.577 3.076 -0.693  -0.3193
H -0.589 6.351 1.087  0.1162
H 0.661 5.099 1.260  0.1235
H -1.769 5.104 -2.103  0.1277
H -1.986 6.364 -0.866  0.1166
H -3.347 4.070 1.591  0.1202
H -2.893 5.760 1.281  0.1161
H -1.636 2.460 2.137  0.0583
H 0.049 2.897 1.981  0.0733
H 0.140 3.655 -1.997  0.0383
H 1.141 3.635 -0.556  0.0749
H -3.362 2.495 -0.202  0.0838
H -2.695 2.928 -1.767  0.0674

[4]
Below is a 3-piece molecular cluster, C26H60B2N4O14PS2 overall at a distorted geometry, with properties calculated with ωB97M-V with the def2-TZVPD basis set.

Output
HOMO level = -11.65 eV
energy relative to the best compared isomer or geometry (same formula, charge and spin) = 173.7 kcal/mol
electronic energy = -3486.2123 Ha
gap between HOMO and LUMO = 8.43 eV
net charge = +1
E_LUMO = -0.1182 Eh

Last column: Löwdin charge in e.
Element x y z (Å)
C 2.300 -2.740 -0.097  -0.0823
C 3.402 -2.355 1.038  -0.2602
O 4.769 -2.328 0.540  -0.2394
P 5.065 -1.048 -0.542  0.7107
O 6.587 -0.760 -0.460  -0.3384
C 4.199 0.569 -0.122  -0.2009
C 3.542 1.317 -1.397  -0.2073
C 2.331 0.487 -2.072  -0.1391
C 1.079 1.444 -2.390  -0.1898
N 0.230 1.242 -1.152  0.0907
C -1.002 1.988 -1.569  -0.1686
N -1.623 2.852 -0.776  0.1233
C -2.828 3.598 -1.249  -0.1108
C -3.282 4.556 -0.006  -0.2272
N -3.051 6.017 -0.305  -0.0310
N -1.251 1.572 -2.939  0.0019
C -2.567 0.956 -3.264  -0.1039
C -3.052 -0.153 -2.163  -0.1317
C -3.547 -1.535 -2.856  -0.1202
C -2.895 -2.770 -2.025  -0.1843
O -2.873 -3.971 -2.841  -0.0643
C -2.083 -5.000 -2.259  -0.3909
C -0.507 -4.940 -2.008  -0.0015
O -2.661 -6.078 -1.948  0.0675
C -0.011 0.956 -3.503  -0.1286
B 0.024 -0.619 -3.906  -0.4807
O -0.221 -0.923 -5.315  0.0952
O 0.285 -1.718 -3.018  0.1004
B 0.441 1.850 -4.805  -0.3249
O -0.448 2.940 -5.180  0.0730
C 1.761 1.576 -5.708  -0.1222
C 3.164 1.970 -5.009  -0.1049
O 4.778 -1.462 -2.193  -0.2950
C 5.153 -2.841 -2.461  -0.2702
C 4.487 -3.208 -3.904  -0.0779
H 1.339 -2.169 0.208  0.0731
H 2.609 -2.428 -1.149  0.0534
H 2.010 -3.856 -0.036  0.0894
H 3.358 -3.226 1.796  0.1369
H 3.098 -1.424 1.635  0.1062
H 3.386 0.497 0.675  0.0839
H 4.989 1.302 0.290  0.1207
H 4.388 1.461 -2.172  0.1191
H 3.231 2.392 -1.106  0.1221
H 1.970 -0.282 -1.291  0.0998
H 2.772 -0.035 -2.994  0.1090
H 1.547 2.477 -2.526  0.1525
H -0.105 0.260 -1.074  0.1231
H -1.216 2.987 0.166  0.1470
H -2.503 4.264 -2.115  0.1454
H -3.735 2.944 -1.472  0.1187
H -2.716 4.314 0.960  0.1116
H -4.401 4.390 0.193  0.1246
H -3.884 6.564 -0.005  0.0806
H -2.327 6.316 0.381  0.0745
H -2.660 0.577 -4.340  0.1536
H -3.350 1.804 -3.176  0.1176
H -3.897 0.316 -1.538  0.1183
H -2.182 -0.466 -1.467  0.0965
H -4.693 -1.607 -2.746  0.1270
H -3.234 -1.630 -3.951  0.1225
H -3.422 -2.928 -1.008  0.1516
H -1.793 -2.544 -1.750  0.0982
H -0.288 -5.599 -1.090  0.1074
H -0.104 -3.898 -1.774  0.0445
H 0.082 -5.339 -2.908  0.1028
H 0.463 -1.577 -5.603  0.1238
H 0.534 -2.464 -3.623  0.1212
H -0.069 3.727 -4.714  0.1209
H 1.849 0.478 -6.031  0.1075
H 1.693 2.184 -6.678  0.1194
H 3.752 1.057 -4.624  0.0796
H 3.824 2.426 -5.839  0.0946
H 3.011 2.734 -4.168  0.0744
H 4.767 -3.600 -1.705  0.1147
H 6.287 -2.923 -2.609  0.1359
H 5.173 -2.910 -4.774  0.0840
H 3.539 -2.552 -4.024  0.0590
H 4.152 -4.302 -3.951  0.0804
O -1.402 -1.306 1.226  -0.3032
S -0.931 -0.704 2.450  0.5921
O 0.163 -1.260 3.199  -0.2609
O -2.186 -0.480 3.446  -0.2727
C -3.007 -1.601 3.776  -0.2613
C -2.335 -2.500 4.794  -0.0580
C -0.582 1.004 2.143  -0.1222
H -3.283 -2.157 2.875  0.1148
H -3.931 -1.203 4.204  0.1214
H -1.451 -2.983 4.370  0.0755
H -3.018 -3.283 5.129  0.0905
H -2.002 -1.923 5.660  0.0633
H -1.424 1.444 1.610  0.0483
H 0.319 1.054 1.532  0.0571
H -0.416 1.509 3.095  0.0809
O -1.704 -0.308 7.465  -0.2786
S -1.740 1.101 7.169  0.6032
O -0.711 1.744 6.392  -0.2888
O -1.947 1.925 8.543  -0.2612
C -1.028 1.704 9.615  -0.2621
C 0.295 2.405 9.372  -0.0740
C -3.307 1.488 6.440  -0.1124
H -0.884 0.633 9.784  0.1178
H -1.491 2.114 10.516  0.1259
H 0.826 1.962 8.527  0.0700
H 0.938 2.329 10.251  0.0845
H 0.136 3.460 9.137  0.0857
H -4.097 1.040 7.043  0.0804
H -3.320 1.069 5.433  0.0542
H -3.418 2.570 6.395  0.0765

gap between HOMO and LUMO of number 3 (C33H32N8O4PS6Y)? 5.93 eV

What is the gap between HOMO and LUMO in the first record? 7.43 eV

Among the records above, which one has the lowest electronic energy? C33H32N8O4PS6Y

Which formula does entry 3 have? C33H32N8O4PS6Y